one.
The following is a quantum chemistry calculation of C5H5FOS in the gas phase, from the OMol25 dataset.

```
13
Properties=species:S:1:pos:R:3:nbo_charge:R:1
C -1.40 -0.94 1.38 0.163
C -0.55 -0.20 0.62 0.214
C -0.32 -0.31 -0.84 -0.468
C 1.02 0.35 -1.10 -0.499
C 1.23 1.13 0.21 0.183
H -2.09 -1.65 1.03 0.177
H -1.18 0.29 -1.29 0.223
H -0.62 -1.28 -1.19 0.243
H 0.94 1.02 -1.98 0.254
H 1.77 -0.48 -1.34 0.254
O 0.23 0.85 1.14 -0.454
F -1.58 -0.75 2.73 -0.332
S 2.53 1.97 0.62 0.041
```

* LUMO energy: 0.005 eV
* total charge: 0

***

two.
The following is a quantum chemistry calculation of C5H5FOS in the gas phase, from the OMol25 dataset.

```
13
Properties=species:S:1:pos:R:3:nbo_charge:R:1
C 1.21 -0.47 0.16 0.423
C 0.64 -0.25 1.33 -0.344
C -0.86 -0.15 1.06 -0.044
C -0.48 0.87 -0.97 -0.086
C 0.17 -0.53 -0.95 -0.441
H 1.12 -0.04 2.27 0.236
H -1.53 -0.16 1.92 0.232
H -1.25 0.94 -1.75 0.201
H 0.27 1.68 -1.11 0.193
H 0.49 -0.93 -1.94 0.261
O -1.10 1.03 0.31 -0.516
F 2.50 -0.49 -0.15 -0.307
S -1.17 -1.51 -0.16 0.191
```

* LUMO energy: 0.758 eV
* total charge: 0

***

three.
The following is a quantum chemistry calculation of a molecular structure, C5H5FOS, from the OMol25 dataset.

```
13
Properties=species:S:1:pos:R:3:nbo_charge:R:1
C 0.12 -0.02 -1.12 -0.333
C 0.71 1.05 -0.11 0.065
C 0.62 -0.92 0.03 -0.027
C -0.33 -0.55 1.09 0.385
C -0.16 0.76 1.20 -0.302
H -2.27 -0.05 -0.65 0.126
H 0.70 -0.28 -2.07 0.242
H 0.98 2.05 -0.24 0.209
H 0.90 -1.92 -0.09 0.218
H -0.51 1.60 1.73 0.228
O 1.68 0.05 0.12 -0.483
F -0.91 -1.47 1.89 -0.304
S -1.54 -0.29 -1.78 -0.025
```

* LUMO energy: 0.844 eV
* total charge: 0

***

Q: What are the energies relative to the best structure? A: one 9.3; two 0.0; three 199.6, in kJ/mol.

***

one.
The following is a quantum chemistry calculation of 2 unconnected molecules or ions with the total composition C5H16NO, from the OMol25 dataset.

```
23
Properties=species:S:1:pos:R:3:nbo_charge:R:1
C 0.93 0.68 2.09 -0.422
N 1.37 0.85 0.67 -0.514
C 2.75 0.33 0.44 -0.411
H -0.06 1.13 2.19 0.233
H 0.88 -0.37 2.31 0.230
H 1.63 1.18 2.76 0.233
H 1.33 1.81 0.44 0.419
H 0.71 0.32 0.05 0.479
H 3.42 0.90 1.05 0.228
H 2.98 0.44 -0.60 0.238
H 2.76 -0.70 0.73 0.227
C -1.79 0.90 -0.88 -0.633
C -1.42 -0.56 -1.19 0.089
C -2.08 -1.54 -0.24 -0.642
O 0.04 -0.70 -1.12 -0.768
H -1.24 1.59 -1.54 0.225
H -1.54 1.14 0.14 0.183
H -2.87 1.03 -0.98 0.248
H -1.71 -0.77 -2.22 0.189
H -3.19 -1.46 -0.30 0.242
H -1.79 -1.34 0.82 0.205
H -1.80 -2.59 -0.50 0.223
H 0.21 -1.58 -1.43 0.498
```

* LUMO energy: -2.844 eV
* total charge: +1

***

two.
The following is a quantum chemistry calculation of 2 unconnected molecules or ions with the total composition C5H16NO, from the OMol25 dataset.

```
23
Properties=species:S:1:pos:R:3:nbo_charge:R:1
C -0.78 -0.26 -1.65 -0.662
C -0.05 -1.03 -0.57 0.008
C 1.20 -0.20 -0.06 -0.231
C 2.46 -1.07 -0.23 -0.635
C 1.44 1.18 -0.53 -0.659
N -1.15 -1.05 0.60 -0.722
H 0.01 0.16 -2.34 0.259
H -1.18 0.67 -1.24 0.220
H -1.58 -0.80 -2.16 0.241
H 0.14 -2.10 -0.70 0.232
H 0.80 -0.13 1.00 0.177
H 3.37 -0.69 0.21 0.248
H 2.69 -0.99 -1.33 0.221
H 2.39 -2.19 -0.29 0.233
H 1.75 1.88 0.29 0.248
H 0.57 1.72 -0.95 0.226
H 2.20 1.38 -1.31 0.245
H -1.23 -0.02 0.68 0.458
H -0.74 -1.37 1.48 0.438
H -2.04 -1.51 0.36 0.449
H -3.33 2.19 1.90 0.498
H -1.92 2.36 2.64 0.495
O -2.42 1.91 1.96 -0.988
```

* LUMO energy: -3.122 eV
* total charge: +1

***

three.
The following is a quantum chemistry calculation of 2 unconnected molecules or ions with the total composition C5H16NO, from the OMol25 dataset.

```
23
Properties=species:S:1:pos:R:3:nbo_charge:R:1
C -0.48 1.72 1.49 -0.677
C 0.22 0.61 0.59 -0.028
C -0.17 -0.82 0.77 -0.512
C 0.09 -1.90 -0.29 -0.422
C 0.78 -1.38 -1.58 -0.634
N 1.78 0.83 0.77 -0.716
H -1.64 1.67 1.23 0.274
H -0.42 1.43 2.52 0.232
H -0.44 2.81 1.21 0.261
H 0.01 0.82 -0.47 0.236
H -1.32 -0.85 0.74 0.288
H 0.00 -1.32 1.75 0.246
H -0.85 -2.44 -0.65 0.242
H 0.86 -2.77 0.01 0.219
H 0.91 -0.30 -1.43 0.161
H 0.10 -1.50 -2.49 0.238
H 1.79 -2.13 -1.75 0.239
H 1.98 1.55 0.06 0.445
H 2.15 1.02 1.70 0.452
H 2.26 -0.03 0.34 0.449
H -2.00 0.69 -2.07 0.487
H -3.17 1.44 -1.26 0.492
O -2.44 0.85 -1.18 -0.973
```

* LUMO energy: -3.407 eV
* total charge: +1

***

Q: What are the energies relative to the best structure? A: one 0.0; two 110.0; three 223.0, in kJ/mol.

***

one.
The following is a quantum chemistry calculation of 3 unconnected molecules or ions with the total composition C5H16NO, from the OMol25 dataset.

```
23
Properties=species:S:1:pos:R:3:nbo_charge:R:1
C -1.22 0.55 2.34 -0.577
C -0.04 0.97 1.31 -0.403
C -0.47 1.43 -0.08 -0.217
C -0.86 0.13 -0.93 -0.493
C 0.64 2.31 -0.81 -0.586
N 0.24 -3.48 -1.30 -0.809
H -1.82 -0.18 1.69 0.205
H -0.89 0.03 3.29 0.241
H -1.95 1.22 2.58 0.220
H 0.55 1.87 1.87 0.263
H -1.40 2.06 -0.01 0.294
H -1.68 -0.31 -0.42 0.246
H -1.08 0.28 -1.99 0.254
H -0.04 -0.53 -0.80 0.284
H 0.15 2.72 -1.78 0.228
H 0.89 3.18 -0.20 0.235
H 1.49 1.73 -1.05 0.224
H 2.09 -1.75 -0.38 0.473
H 0.34 -3.93 -2.17 0.399
H 0.57 0.09 1.33 0.227
H 0.62 -2.55 -1.18 0.360
H 0.29 -4.05 -0.46 0.398
O 1.49 -0.98 -0.27 -0.468
```

* LUMO energy: -10.443 eV
* total charge: +1

***

two.
The following is a quantum chemistry calculation of 2 unconnected molecules or ions with the total composition C5H16NO, from the OMol25 dataset.

```
23
Properties=species:S:1:pos:R:3:nbo_charge:R:1
C -0.43 0.03 1.18 -0.226
C 0.99 0.50 0.86 -0.440
C 1.62 0.07 -0.50 -0.400
C 0.97 0.59 -1.80 -0.404
C 0.58 2.04 -1.76 -0.625
N -0.99 -0.95 0.18 -0.684
H -1.15 0.84 1.27 0.227
H -0.47 -0.48 2.13 0.230
H 1.06 1.58 0.94 0.238
H 1.67 0.10 1.59 0.234
H 2.66 0.40 -0.40 0.241
H 1.71 -1.02 -0.48 0.188
H 1.68 0.43 -2.60 0.239
H 0.10 -0.04 -2.03 0.158
H -0.02 2.34 -0.89 0.193
H 0.03 2.34 -2.65 0.233
H 1.44 2.70 -1.74 0.227
H -1.84 -1.39 0.56 0.477
H -1.26 -0.42 -0.65 0.436
H -0.28 -1.64 -0.07 0.438
H -2.21 -3.28 2.39 0.499
H -3.26 -2.19 2.56 0.499
O -2.61 -2.52 1.93 -0.977
```

* LUMO energy: -3.180 eV
* total charge: +1

***

Q: What are the energies relative to the best structure? A: one 916.0; two 0.0, in kJ/mol.

***

one.
The following is a quantum chemistry calculation of C3H6O2S in the gas phase, from the OMol25 dataset.

```
12
Properties=species:S:1:pos:R:3:nbo_charge:R:1
O -0.70 -1.33 1.49 -0.585
C -0.46 -1.32 0.32 0.798
O -0.58 -2.38 -0.50 -0.687
C 0.02 -0.10 -0.45 -0.536
C 0.04 1.15 0.42 -0.499
S 0.56 2.63 -0.52 -0.040
H -0.98 -3.14 -0.05 0.498
H -0.58 0.07 -1.34 0.243
H 1.01 -0.28 -0.86 0.237
H -0.93 1.37 0.82 0.229
H 0.74 1.04 1.25 0.227
H 1.85 2.29 -0.57 0.115
```

* LUMO energy: 0.656 eV
* total charge: 0

***

two.
The following is a quantum chemistry calculation of C3H6O2S in the gas phase, from the OMol25 dataset.

```
12
Properties=species:S:1:pos:R:3:nbo_charge:R:1
C 0.59 -0.72 0.36 0.038
C -0.73 -0.10 0.77 -0.409
C 0.49 0.73 0.45 0.070
H 0.08 -1.70 -1.24 0.488
H 1.17 -1.28 1.08 0.187
H -0.99 -0.31 1.83 0.242
H -1.76 1.03 -1.03 0.161
H 1.05 1.22 1.27 0.188
H 0.97 0.90 -1.40 0.495
O 0.82 -1.15 -0.96 -0.718
O 0.49 1.45 -0.75 -0.700
S -2.16 -0.07 -0.37 -0.041
```

* LUMO energy: 0.694 eV
* total charge: 0

***

Q: What are the energies relative to the best structure? A: one 0.0; two 190.4, in kJ/mol.

***

one.
The following is a quantum chemistry calculation of C3H6O2S in the gas phase, from the OMol25 dataset.

```
12
Properties=species:S:1:pos:R:3:nbo_charge:R:1
O -0.22 -0.14 2.26 -0.584
C 0.24 0.46 1.27 0.796
O 0.80 1.71 1.41 -0.706
C 0.49 -0.05 -0.11 -0.546
C -0.89 -0.33 -0.61 -0.463
S -0.89 -1.08 -2.35 -0.115
H 1.00 1.96 2.39 0.509
H 1.18 0.56 -0.72 0.249
H 0.89 -0.98 -0.15 0.246
H -1.60 0.52 -0.63 0.225
H -1.49 -1.14 -0.09 0.243
H 0.49 -1.49 -2.66 0.145
```

* LUMO energy: 0.554 eV
* total charge: 0

***

two.
The following is a quantum chemistry calculation of 2 unconnected molecules or ions with the total composition C3H6O2S, from the OMol25 dataset.

```
12
Properties=species:S:1:pos:R:3:nbo_charge:R:1
C -1.50 -1.12 0.36 0.390
C 1.39 -0.31 0.17 -0.719
C 0.24 0.55 -0.15 0.100
O -1.45 -2.14 -0.19 -0.501
O 0.05 1.09 -1.42 -0.685
S -0.17 1.81 1.01 -0.015
H -2.29 -0.55 1.03 0.118
H 1.21 -1.27 -0.30 0.228
H 2.24 -0.09 -0.43 0.220
H 1.41 -0.39 1.33 0.255
H 0.34 0.36 -1.91 0.467
H -1.47 2.06 0.51 0.141
```

* LUMO energy (alpha / beta): 0.622 / 0.639 eV
* total charge: 0

***

three.
The following is a quantum chemistry calculation of C3H6O2S in the gas phase, from the OMol25 dataset.

```
12
Properties=species:S:1:pos:R:3:nbo_charge:R:1
O -1.79 -0.54 1.75 -0.588
C -0.85 -0.03 1.20 0.795
O -0.08 0.88 1.82 -0.687
C -0.45 -0.27 -0.23 -0.529
C 0.98 0.07 -0.57 -0.518
S 1.38 0.01 -2.34 -0.030
H -0.43 0.90 2.74 0.500
H -1.17 0.31 -0.82 0.246
H -0.73 -1.28 -0.50 0.242
H 1.18 1.09 -0.25 0.232
H 1.69 -0.54 -0.03 0.219
H 0.27 -0.60 -2.78 0.118
```

* LUMO energy: 0.649 eV
* total charge: 0

***

Q: What are the energies relative to the best structure? A: one 109.0; two 425.7; three 0.0, in kJ/mol.